The following is a quantum chemistry calculation of a structure of composition C12H28BN3O10P2RbS in a non-equilibrium geometry, from OMol25.

Structure (XYZ):
```
58
Properties=species:S:1:pos:R:3:lowdin_charge:R:1
C 4.04988 -0.83870 0.74596 -0.079
C 2.78594 -1.72172 0.86370 -0.147
B 1.67062 -0.96211 1.65586 -0.467
O 1.98510 -0.54986 2.94825 0.137
C 0.21250 -0.55165 1.06173 -0.228
C -0.79915 -0.16444 2.19899 -0.164
N -1.89868 0.74867 1.86047 0.057
N 0.44766 0.67008 0.18840 -0.070
C 1.21428 0.55865 -1.08113 -0.154
C 0.40129 0.85597 -2.34933 -0.142
C 0.62818 -0.14172 -3.48584 -0.244
O -0.25113 0.11764 -4.56509 -0.042
C 0.94248 1.80596 0.94103 -0.219
P 0.47987 3.37331 0.14880 0.399
O 1.47168 3.94105 -0.77325 -0.454
O -0.96399 3.18274 -0.46661 -0.067
O 0.25268 4.40144 1.38770 -0.412
C -0.48621 -1.72411 0.31429 -0.509
O 0.04619 -1.81357 -1.01970 -0.016
C 0.33975 -2.95865 -1.55212 -0.400
N 0.63060 -3.91287 -2.09443 0.230
O -1.85602 -1.58915 0.25778 -0.084
C -2.49848 -0.90264 -0.79871 -0.350
O -2.64143 -1.80583 -1.86762 0.049
C -3.79753 -0.38540 -0.22285 -0.101
O -3.63777 1.02383 -0.15888 -0.182
O -4.42315 1.50959 0.93159 -0.005
P -0.31588 -3.40133 1.25973 0.446
S -1.69502 -4.69206 0.98593 0.268
H 4.63398 -0.87684 1.66813 0.083
H 3.81056 0.21646 0.55057 0.059
H 4.68562 -1.16566 -0.07929 0.086
H 3.04343 -2.60676 1.46419 0.122
H 2.48579 -2.09091 -0.11879 0.084
H 2.36443 0.32420 3.05593 0.108
H -1.23728 -1.08262 2.59156 0.110
H -0.24469 0.27278 3.03247 0.112
H -1.65439 1.71497 2.02937 0.070
H -2.15674 0.69511 0.88181 0.033
H 2.04491 1.27612 -1.02915 0.117
H 1.69031 -0.41559 -1.16516 0.111
H 0.70420 1.83503 -2.74427 0.115
H -0.66419 0.94299 -2.11252 0.097
H 1.64400 -0.01097 -3.87490 0.132
H 0.55243 -1.17924 -3.14193 0.099
H -1.02251 -0.45221 -4.50270 0.087
H 0.56252 1.82060 1.96340 0.095
H 2.04964 1.85672 1.01145 0.117
H -1.06746 3.55589 -1.35377 0.122
H 0.11502 3.88857 2.19641 0.090
H -1.88429 -0.04121 -1.10869 0.136
H -3.27554 -1.45474 -2.50350 0.114
H -3.93028 -0.78069 0.78909 0.148
H -4.66301 -0.69062 -0.82192 0.146
H -3.76235 1.44958 1.64717 0.066
H 0.99872 -3.75659 0.93754 0.002
H -0.19855 -2.90868 2.56835 0.008
Rb 2.08150 5.59120 0.85447 1.279
```

Summary:
ΔE to the lowest compared entry with this formula, charge and spin = 0.000 eV
LUMO level = -3.8 eV
Net charge = +1
Gap between HOMO and LUMO = 0.2670 Ha
Molecular weight = 564.66 g mol⁻¹